{"formula": "C19H38MoO2P2", "method": "wB97M-V/def2-TZVPD", "multiplicity": 3, "e_tot_ha": -1647.32421, "homo_lumo_gap_ev": [6.2905, 4.6607], "charge": 2, "species": ["Mo", "H", "H", "P", "P", "C", "H", "H", "H", "C", "H", "H", "H", "C", "H", "H", "H", "C", "H", "H", "H", "C", "H", "H", "H", "C", "H", "H", "H", "C", "O", "H", "C", "C", "C", "C", "C", "C", "C", "C", "C", "C", "C", "C", "O", "H", "H", "H", "H", "H", "H", "H", "H", "H", "H", "H", "H", "H", "H", "H", "H", "H"], "xyz": [[-1.360, 1.475, 0.435], [0.401, 1.361, 0.235], [-0.045, 0.816, -0.472], [-0.434, 2.977, 1.962], [-2.461, 0.327, -1.335], [-3.238, -1.280, -0.913], [-3.847, -1.652, -1.751], [-2.468, -2.026, -0.670], [-3.877, -1.150, -0.029], [-3.853, 1.358, -1.863], [-3.467, 2.322, -2.212], [-4.416, 0.863, -2.666], [-4.512, 1.540, -1.004], [-1.573, -0.041, -2.897], [-0.773, -0.775, -2.719], [-2.267, -0.444, -3.650], [-1.119, 0.883, -3.277], [-1.601, 4.380, 2.101], [-1.222, 5.134, 2.806], [-1.736, 4.831, 1.110], [-2.575, 4.009, 2.445], [-0.229, 2.429, 3.699], [0.538, 1.644, 3.750], [0.065, 3.268, 4.349], [-1.175, 2.003, 4.060], [1.161, 3.800, 1.592], [1.114, 4.235, 0.585], [1.374, 4.593, 2.325], [1.971, 3.059, 1.614], [-1.250, -0.132, 1.651], [-1.333, -1.056, 2.450], [-1.168, 2.674, -0.664], [-1.103, -3.717, 0.987], [0.251, -3.314, 1.556], [0.859, -4.594, 2.164], [1.158, -2.495, 0.562], [2.439, -3.018, 0.431], [3.435, -2.444, -0.346], [3.148, -1.307, -1.060], [1.876, -0.706, -1.044], [1.802, 0.499, -2.014], [2.715, 1.644, -1.548], [2.148, 0.082, -3.464], [0.838, -1.274, -0.198], [-0.361, -0.834, -0.157], [-1.732, -2.831, 0.922], [-0.990, -4.224, 0.015], [-1.647, -4.381, 1.672], [0.094, -2.683, 2.448], [1.062, -5.339, 1.385], [1.760, -4.381, 2.745], [0.150, -5.048, 2.877], [2.786, -3.920, 0.943], [4.428, -2.896, -0.389], [3.977, -0.916, -1.662], [0.788, 0.910, -2.091], [3.771, 1.339, -1.519], [2.626, 2.502, -2.230], [2.423, 1.972, -0.540], [1.471, -0.717, -3.794], [2.023, 0.942, -4.136], [3.180, -0.272, -3.564]]}

{"formula": "C20H81N5O18", "method": "wB97M-V/def2-TZVPD", "multiplicity": 2, "e_tot_ha": -2438.48626, "homo_lumo_gap_ev": [1.8208, 8.0766], "charge": -1, "species": ["C", "C", "C", "O", "C", "N", "H", "H", "H", "H", "H", "H", "H", "H", "H", "H", "H", "C", "C", "C", "O", "C", "N", "H", "H", "H", "H", "H", "H", "H", "H", "H", "H", "H", "C", "C", "C", "O", "C", "N", "H", "H", "H", "H", "H", "H", "H", "H", "H", "H", "H", "C", "C", "C", "O", "C", "N", "H", "H", "H", "H", "H", "H", "H", "H", "H", "H", "H", "C", "C", "C", "O", "C", "N", "H", "H", "H", "H", "H", "H", "H", "H", "H", "H", "H", "O", "H", "H", "O", "H", "H", "O", "H", "H", "O", "H", "H", "O", "H", "H", "O", "H", "H", "O", "H", "H", "O", "H", "H", "O", "H", "H", "O", "H", "H", "O", "H", "H", "O", "H", "H", "O", "H", "H"], "xyz": [[-0.835, 0.536, 1.750], [-0.510, 1.969, 1.172], [0.167, 1.980, -0.196], [1.438, 1.290, -0.182], [2.187, 1.354, -1.367], [-1.762, 2.749, 1.064], [-1.471, 0.550, 2.636], [-0.032, -0.126, 2.072], [-1.378, 0.024, 0.955], [0.158, 2.510, 1.843], [0.475, 3.017, -0.332], [-0.414, 1.756, -1.091], [2.280, 0.372, -1.830], [3.213, 1.646, -1.144], [1.904, 2.106, -2.103], [-1.569, 3.689, 0.749], [-2.288, 2.403, 0.274], [6.097, -2.989, -1.461], [6.759, -1.647, -1.241], [7.987, -1.509, -2.227], [8.766, -0.419, -1.847], [9.496, -0.513, -0.604], [5.757, -0.603, -1.448], [6.858, -3.753, -1.622], [5.567, -3.018, -2.413], [5.467, -3.270, -0.617], [7.007, -1.650, -0.180], [7.573, -1.487, -3.235], [8.470, -2.484, -2.298], [9.810, -1.501, -0.269], [8.762, -0.259, 0.161], [10.339, 0.177, -0.559], [4.840, -0.825, -1.089], [6.094, 0.218, -0.965], [-7.527, -4.018, -1.384], [-6.251, -3.500, -0.726], [-5.675, -2.276, -1.513], [-4.368, -2.079, -1.029], [-3.931, -0.752, -1.385], [-6.460, -3.313, 0.703], [-7.484, -4.411, -2.399], [-8.163, -3.146, -1.232], [-8.094, -4.697, -0.747], [-5.438, -4.222, -0.807], [-6.330, -1.407, -1.455], [-5.612, -2.601, -2.552], [-4.284, 0.019, -0.701], [-4.032, -0.656, -2.466], [-2.856, -0.767, -1.207], [-5.661, -2.761, 0.982], [-7.255, -2.893, 1.164], [0.223, -2.157, -2.655], [0.832, -2.571, -1.311], [0.406, -3.975, -0.902], [-0.976, -3.869, -0.524], [-1.259, -3.380, 0.848], [2.195, -2.566, -1.547], [0.233, -2.957, -3.395], [0.729, -1.275, -3.048], [-0.859, -2.073, -2.549], [0.677, -1.838, -0.520], [1.004, -4.320, -0.059], [0.659, -4.599, -1.759], [-2.284, -3.121, 1.116], [-0.633, -2.493, 0.950], [-0.904, -4.104, 1.581], [2.387, -1.895, -2.277], [2.649, -2.238, -0.707], [-4.994, 1.651, 2.127], [-5.279, 0.296, 2.626], [-4.166, -0.752, 2.847], [-4.614, -2.096, 2.804], [-4.091, -3.037, 3.731], [-6.034, 0.441, 3.807], [-4.227, 2.050, 2.790], [-5.802, 2.383, 2.131], [-4.630, 1.601, 1.101], [-5.981, -0.089, 1.886], [-3.426, -0.516, 3.611], [-3.536, -0.671, 1.961], [-4.567, -3.028, 4.712], [-3.008, -3.144, 3.792], [-4.495, -3.940, 3.273], [-5.476, 0.896, 4.516], [-6.096, -0.468, 4.241], [2.090, 3.764, 1.946], [2.999, 3.767, 2.245], [1.981, 2.915, 1.516], [-3.478, 2.618, -1.688], [-3.010, 3.121, -2.355], [-3.379, 1.706, -1.963], [1.669, -0.378, 3.862], [2.587, -0.321, 4.129], [1.383, -1.238, 4.171], [1.380, 2.505, 4.691], [1.893, 1.702, 4.781], [1.474, 2.748, 3.770], [0.050, 5.343, 3.193], [0.677, 4.698, 2.866], [0.314, 6.166, 2.780], [5.243, 3.455, -0.416], [4.639, 4.076, -0.007], [6.051, 3.538, 0.090], [1.221, 4.529, -2.579], [0.938, 3.712, -2.990], [2.146, 4.608, -2.813], [1.993, 5.805, -0.155], [1.807, 5.149, 0.516], [1.775, 5.373, -0.981], [-1.748, 3.154, 3.844], [-1.875, 2.271, 4.191], [-1.920, 3.070, 2.906], [3.323, -1.033, 0.497], [2.874, -0.189, 0.546], [3.840, -1.077, 1.301], [3.308, 1.737, -4.523], [3.951, 2.304, -4.948], [3.817, 0.991, -4.205], [-1.882, 0.703, -3.429], [-1.833, -0.196, -3.752], [-1.124, 1.140, -3.819], [0.617, 2.447, -4.371], [0.206, 1.998, -5.110], [1.557, 2.359, -4.530]]}

{"formula": "C18H17N3O4S", "method": "wB97M-V/def2-TZVPD", "smiles": "CCOC(=O)c1cc(-c2cccc(C)c2)n(S(=O)(=O)c2cccnn2)c1", "e_tot_ha": -1559.35109, "homo_lumo_gap_ev": 7.5541, "charge": 0, "species": ["O", "O", "O", "N", "N", "O", "C", "C", "C", "C", "C", "C", "C", "C", "C", "C", "C", "C", "C", "C", "C", "N", "C", "C", "C", "S", "H", "H", "H", "H", "H", "H", "H", "H", "H", "H", "H", "H", "H", "H", "H", "H", "H"], "xyz": [[1.023, -1.822, 4.361], [4.160, -1.449, -0.253], [3.661, 0.474, -1.447], [0.144, -2.859, -2.388], [0.927, -2.174, -1.569], [-1.120, -1.161, 3.800], [0.220, -1.340, 3.558], [0.047, 0.316, 1.501], [0.738, -0.625, 2.376], [1.896, -0.864, 1.680], [0.861, 0.731, 0.436], [0.475, -2.926, -3.728], [1.994, -1.520, -1.994], [1.457, -2.152, -4.245], [2.175, -1.389, -3.415], [0.754, 3.310, -2.430], [1.280, 2.491, -1.374], [-0.618, 3.375, -2.717], [-1.047, 1.963, -0.629], [0.376, 1.660, -0.602], [-1.507, 2.790, -1.740], [2.027, -0.072, 0.546], [-2.970, 3.224, -1.859], [-2.933, -1.686, 5.200], [-1.579, -2.076, 4.793], [3.036, -0.669, -0.758], [-0.929, 0.690, 1.891], [2.530, -1.732, 1.992], [-0.133, -3.578, -4.265], [1.287, -2.037, -5.346], [2.824, -0.602, -3.737], [1.396, 4.034, -2.986], [2.396, 2.450, -1.340], [-0.957, 3.987, -3.513], [-1.689, 1.368, 0.020], [-3.653, 2.433, -1.935], [-3.139, 3.666, -2.853], [-3.192, 3.769, -0.903], [-3.369, -2.489, 5.770], [-3.534, -1.369, 4.374], [-2.735, -0.820, 5.900], [-1.639, -3.110, 4.178], [-0.943, -2.213, 5.651]]}

{"formula": "C9H6N2", "method": "wB97M-V/def2-TZVPD", "e_tot_ha": -455.94056, "homo_lumo_gap_ev": 6.6361, "charge": 0, "species": ["C", "C", "C", "C", "C", "C", "C", "C", "C", "N", "N", "H", "H", "H", "H", "H", "H"], "xyz": [[2.246, -0.933, 0.003], [2.383, 0.469, 0.134], [1.050, -1.466, -0.070], [1.368, 1.362, 0.009], [-0.087, -0.615, -0.064], [0.079, 0.796, -0.123], [-1.461, -0.936, -0.070], [-2.208, 0.347, -0.022], [-1.188, 1.362, -0.056], [-3.514, 0.142, -0.017], [-4.586, -0.263, 0.028], [3.294, -1.378, 0.187], [3.464, 0.748, 0.236], [0.955, -2.506, -0.079], [1.514, 2.344, -0.217], [-2.033, -1.909, 0.010], [-1.277, 2.436, 0.110]]}

{"formula": "C6H16N5NaS", "method": "wB97M-V/def2-TZVPD", "e_tot_ha": -1071.98895, "homo_lumo_gap_ev": 8.3914, "charge": 2, "species": ["Na", "N", "C", "C", "N", "H", "H", "H", "H", "H", "H", "H", "H", "H", "C", "C", "C", "N", "N", "C", "N", "S", "H", "H", "H", "H", "H", "H", "H"], "xyz": [[1.916, -0.012, 0.149], [-1.444, -2.819, 4.498], [-1.403, -2.032, 3.235], [-0.896, -2.882, 2.066], [-0.604, -2.012, 0.933], [-1.775, -2.249, 5.290], [-0.505, -3.177, 4.727], [-2.080, -3.623, 4.402], [-0.735, -1.179, 3.371], [-2.406, -1.659, 3.024], [-1.634, -3.664, 1.826], [0.043, -3.371, 2.343], [-1.449, -1.521, 0.650], [-0.342, -2.592, 0.142], [2.140, 1.834, -4.559], [2.498, 2.535, -3.246], [1.428, 2.322, -2.250], [1.529, 1.558, -1.220], [0.404, 1.473, -0.464], [-0.572, 2.192, -0.946], [-1.805, 2.235, -0.417], [-0.152, 3.042, -2.413], [2.929, 2.004, -5.284], [1.208, 2.225, -4.962], [2.029, 0.762, -4.402], [2.619, 3.603, -3.433], [3.432, 2.136, -2.844], [-1.920, 1.941, 0.539], [-2.454, 2.928, -0.755]]}

{"formula": "C3H6O2", "method": "wB97M-V/def2-TZVPD", "smiles": "O=CCCO", "e_tot_ha": -268.35963, "homo_lumo_gap_ev": 10.8833, "charge": 0, "species": ["O", "C", "C", "C", "O", "H", "H", "H", "H", "H", "H"], "xyz": [[-1.411, 0.796, -0.439], [-0.983, -0.350, 0.275], [0.485, -0.716, -0.028], [1.252, 0.559, -0.308], [1.591, 1.331, 0.560], [-1.121, 1.577, 0.050], [-1.643, -1.166, -0.033], [-1.103, -0.204, 1.354], [0.550, -1.385, -0.892], [0.927, -1.221, 0.839], [1.457, 0.778, -1.377]]}

{"formula": "C11H14N2", "method": "wB97M-V/def2-TZVPD", "smiles": "Cc1c[nH]cn1.Cc1ccccc1", "e_tot_ha": -537.04459, "homo_lumo_gap_ev": 9.3668, "charge": 0, "species": ["C", "C", "C", "C", "N", "N", "H", "H", "H", "H", "H", "H", "C", "C", "C", "C", "C", "C", "C", "H", "H", "H", "H", "H", "H", "H", "H"], "xyz": [[-2.593, -1.901, -0.990], [-0.141, -2.262, -0.338], [-1.266, -2.578, -1.038], [0.185, -4.080, -1.523], [0.800, -3.197, -0.694], [-1.037, -3.712, -1.792], [-0.087, -1.576, 0.492], [1.593, -3.448, -0.127], [-3.272, -2.471, -0.354], [-3.041, -1.774, -1.970], [0.583, -5.057, -1.750], [-2.463, -0.933, -0.510], [-0.089, 3.163, -1.087], [0.715, 1.087, 0.161], [0.141, 2.361, 0.175], [1.556, 0.679, 1.183], [0.125, 3.011, 1.409], [1.751, 1.480, 2.305], [0.921, 2.581, 2.469], [0.648, 0.526, -0.762], [2.131, -0.232, 1.087], [-0.896, 2.756, -1.704], [0.794, 3.004, -1.710], [-0.456, 3.911, 1.587], [2.586, 1.280, 2.964], [1.011, 3.168, 3.376], [-0.199, 4.216, -0.857]]}